(1)
The following is a quantum chemistry calculation of C3Cl6 as an isolated structure at a distorted geometry, from the Open Molecules 2025 dataset.

Results
Max |F| in Eh/bohr: 0.04077
E_HOMO in eV: -9.27
Kohn-Sham gap in hartree: 0.3031
Spin multiplicity: 1
Energy above the lowest of the compared OMol25 structures with the same formula, charge and spin in kcal/mol: 49.11
LUMO energy in hartree: -0.038

Each line ends with the Mulliken charge.
Atoms and positions in Å:
C1 1.35 0.77 1.01  0.281
C2 1.19 -0.16 0.02  0.257
C3 -1.79 -0.63 -0.69  0.107
Cl1 1.01 2.48 0.70  -0.146
Cl2 0.82 0.31 -1.62  -0.137
Cl3 1.26 -1.85 0.15  -0.112
Cl4 -2.27 0.53 -1.78  -0.036
Cl5 1.42 0.35 2.67  -0.140
Cl6 -2.99 -1.78 -0.47  -0.074



(2)
The following is a quantum chemistry calculation of the molecule C2H3N3O at a distorted geometry, from the Open Molecules 2025 dataset.

Results
Max |F| in Eh/bohr: 0.03980
E_HOMO in eV: -9.63
Kohn-Sham gap in hartree: 0.3731
Spin multiplicity: 1
SMILES: Oc1cnn[nH]1
Energy above the lowest of the compared OMol25 structures with the same formula, charge and spin in kcal/mol: 61.20
LUMO energy in hartree: 0.019

Each line ends with the Mulliken charge.
Atoms and positions in Å:
O1 1.62 0.21 0.90  -0.488
C1 0.48 0.07 0.22  0.605
C2 0.26 -0.66 -0.91  -0.438
N1 -1.04 -0.51 -1.29  -0.171
N2 -1.61 0.33 -0.54  -0.450
N3 -0.71 0.73 0.50  -0.181
H1 1.53 0.89 1.58  0.360
H2 0.94 -1.29 -1.48  0.426
H3 -1.46 0.22 1.03  0.337



(3)
The following is a quantum chemistry calculation of C20H24AsF6N6O2S2Tl as an isolated structure, from the Open Molecules 2025 dataset.

Results
Total charge: -2
Max |F| in Eh/bohr: 0.01323
E_HOMO in eV: -1.22
Kohn-Sham gap in hartree: 0.2114
Spin multiplicity: 1
Energy above the lowest of the compared OMol25 structures with the same formula, charge and spin in kcal/mol: 41.05
LUMO energy in hartree: 0.167

Each line ends with the Mulliken charge.
Atoms and positions in Å:
Tl1 0.32 0.52 0.23  0.858
C1 2.02 3.62 -2.34  -1.344
C2 2.04 3.40 -0.86  0.869
C3 1.04 3.94 -0.04  -0.231
C4 1.05 3.73 1.33  -0.160
C5 2.06 2.97 1.91  -0.345
C6 3.05 2.41 1.12  -0.106
C7 3.04 2.63 -0.26  -0.514
H1 2.72 2.96 -2.85  0.319
H2 2.29 4.66 -2.58  0.361
H3 1.02 3.42 -2.74  0.178
H4 0.23 4.49 -0.50  0.225
H5 0.24 4.11 1.93  0.110
H6 2.05 2.79 2.98  0.301
H7 3.80 1.78 1.56  0.153
H8 3.80 2.19 -0.88  0.206
S1 -1.36 2.05 -2.33  -0.414
C8 -1.74 0.74 -3.38  0.458
C9 -2.69 1.05 -4.43  -0.016
N1 -3.43 1.34 -5.26  -0.643
C10 -1.25 -0.54 -3.33  0.099
S2 0.01 -1.14 -2.27  -0.269
C11 -1.80 -1.53 -4.21  -0.031
N2 -2.25 -2.35 -4.89  -0.673
N3 -1.40 -3.69 -1.01  -0.248
C12 -1.39 -4.26 0.20  0.653
N4 -1.25 -5.63 0.26  -0.555
N5 -1.59 -3.66 1.34  -0.738
C13 -1.68 -2.35 1.44  0.514
N6 -1.81 -1.22 1.69  -0.492
H9 -1.13 -4.24 -1.81  0.278
H10 -1.17 -2.69 -1.15  -0.167
H11 -0.69 -6.04 -0.47  0.255
H12 -1.01 -5.95 1.18  0.269
C14 -3.48 0.76 -0.09  -0.427
As1 -3.19 1.55 1.64  0.888
C15 -4.00 0.54 3.08  -1.072
C16 -4.45 3.03 1.52  -1.249
O1 -1.73 2.18 2.05  -0.632
H13 -4.55 0.59 -0.21  0.465
H14 -2.92 -0.17 -0.22  0.028
H15 -3.12 1.48 -0.82  -0.061
H16 -5.04 0.32 2.86  0.334
H17 -3.93 1.18 3.96  0.342
H18 -3.44 -0.37 3.25  0.293
H19 -5.48 2.68 1.40  0.367
H20 -4.18 3.64 0.65  0.335
H21 -4.37 3.64 2.42  0.358
C17 4.16 -1.27 -0.38  -1.694
C18 3.21 -1.88 0.68  1.123
O2 2.12 -1.18 0.92  -0.872
C19 4.05 -2.02 2.00  0.514
F1 3.43 -2.74 2.95  -0.271
F2 5.28 -2.59 1.85  -0.327
F3 4.29 -0.80 2.52  -0.233
C20 2.86 -3.32 0.20  0.520
F4 2.36 -3.30 -1.05  -0.272
F5 1.93 -3.92 0.97  -0.277
F6 3.92 -4.18 0.15  -0.327
H22 4.48 -0.29 -0.03  0.214
H23 3.59 -1.14 -1.30  0.344
H24 5.04 -1.89 -0.57  0.432



(4)
The following is a quantum chemistry calculation of C21H20Cl5MnO as an isolated structure at a distorted geometry, from the Open Molecules 2025 dataset.

Results
Total charge: -1
Max |F| in Eh/bohr: 0.08093
E_HOMO (spin up / spin down) in eV: -2.21 / -2.96
Kohn-Sham gap (spin up / spin down) in hartree: 0.1776 / 0.2044
Spin multiplicity: 4
⟨S²⟩: 3.826
LUMO energy (spin up / spin down) in hartree: 0.096 / 0.096

Each line ends with the Mulliken spin population.
Atoms and positions in Å:
Mn1 0.10 0.82 0.79  2.752
C1 1.94 0.75 1.85  0.011
C2 2.08 -0.14 0.72  0.121
C3 2.05 0.66 -0.46  0.009
H1 2.32 -1.19 0.76  0.005
C4 1.71 2.00 -0.09  0.083
C5 1.67 2.07 1.35  -0.107
H2 1.58 2.96 1.96  0.001
H3 2.16 0.49 2.88  -0.019
H4 2.42 0.36 -1.43  0.005
H5 1.65 2.83 -0.78  0.022
C6 -2.01 0.81 1.39  0.139
C7 -1.36 2.02 1.79  -0.121
C8 -0.92 2.69 0.60  -0.004
H6 -1.34 2.44 2.79  -0.006
C9 -1.28 1.89 -0.53  0.029
C10 -1.96 0.72 -0.04  0.078
H7 -2.46 -0.02 -0.65  0.015
H8 -2.60 0.17 2.03  -0.011
H9 -0.49 3.69 0.55  0.003
H10 -1.22 2.18 -1.57  -0.027
O1 0.10 -0.53 -1.68  -0.023
C11 -0.07 0.02 -3.40  0.009
C12 0.65 -1.29 -3.71  -0.001
C13 0.69 1.30 -3.58  -0.004
C14 -1.55 0.04 -3.69  0.002
C15 0.72 -1.69 -2.23  0.007
H11 1.64 -1.15 -4.14  0.000
H12 0.05 -1.99 -4.28  0.000
H13 0.14 -2.59 -1.99  0.004
H14 1.75 -1.83 -1.85  0.001
H15 0.63 1.69 -4.61  0.000
H16 1.74 1.16 -3.33  0.003
H17 0.29 2.07 -2.91  -0.002
H18 -1.77 -0.01 -4.76  0.000
H19 -2.00 0.97 -3.30  -0.001
H20 -2.03 -0.80 -3.19  0.000
Cl1 -1.08 -2.35 0.33  0.019
C16 -0.64 -2.11 1.99  -0.051
C17 -0.26 -0.87 2.44  0.059
C18 -0.12 -0.65 3.79  -0.026
Cl2 0.11 0.95 4.43  0.011
C19 -0.18 -1.73 4.71  0.007
Cl3 0.13 -1.48 6.37  0.005
C20 -0.49 -3.02 4.24  -0.007
Cl4 -0.58 -4.34 5.32  0.000
C21 -0.74 -3.22 2.86  0.006
Cl5 -1.16 -4.76 2.27  0.005



- Number 4 is which compound?
  C21H20Cl5MnO



What did the fourth record say?
The following is a quantum chemistry calculation of C21H20Cl5MnO as an isolated structure at a distorted geometry, from the Open Molecules 2025 dataset.

Results
Total charge: -1
Max |F| in Eh/bohr: 0.08093
E_HOMO (spin up / spin down) in eV: -2.21 / -2.96
Kohn-Sham gap (spin up / spin down) in hartree: 0.1776 / 0.2044
Spin multiplicity: 4
⟨S²⟩: 3.826
LUMO energy (spin up / spin down) in hartree: 0.096 / 0.096

Each line ends with the Mulliken spin population.
Atoms and positions in Å:
Mn1 0.10 0.82 0.79  2.752
C1 1.94 0.75 1.85  0.011
C2 2.08 -0.14 0.72  0.121
C3 2.05 0.66 -0.46  0.009
H1 2.32 -1.19 0.76  0.005
C4 1.71 2.00 -0.09  0.083
C5 1.67 2.07 1.35  -0.107
H2 1.58 2.96 1.96  0.001
H3 2.16 0.49 2.88  -0.019
H4 2.42 0.36 -1.43  0.005
H5 1.65 2.83 -0.78  0.022
C6 -2.01 0.81 1.39  0.139
C7 -1.36 2.02 1.79  -0.121
C8 -0.92 2.69 0.60  -0.004
H6 -1.34 2.44 2.79  -0.006
C9 -1.28 1.89 -0.53  0.029
C10 -1.96 0.72 -0.04  0.078
H7 -2.46 -0.02 -0.65  0.015
H8 -2.60 0.17 2.03  -0.011
H9 -0.49 3.69 0.55  0.003
H10 -1.22 2.18 -1.57  -0.027
O1 0.10 -0.53 -1.68  -0.023
C11 -0.07 0.02 -3.40  0.009
C12 0.65 -1.29 -3.71  -0.001
C13 0.69 1.30 -3.58  -0.004
C14 -1.55 0.04 -3.69  0.002
C15 0.72 -1.69 -2.23  0.007
H11 1.64 -1.15 -4.14  0.000
H12 0.05 -1.99 -4.28  0.000
H13 0.14 -2.59 -1.99  0.004
H14 1.75 -1.83 -1.85  0.001
H15 0.63 1.69 -4.61  0.000
H16 1.74 1.16 -3.33  0.003
H17 0.29 2.07 -2.91  -0.002
H18 -1.77 -0.01 -4.76  0.000
H19 -2.00 0.97 -3.30  -0.001
H20 -2.03 -0.80 -3.19  0.000
Cl1 -1.08 -2.35 0.33  0.019
C16 -0.64 -2.11 1.99  -0.051
C17 -0.26 -0.87 2.44  0.059
C18 -0.12 -0.65 3.79  -0.026
Cl2 0.11 0.95 4.43  0.011
C19 -0.18 -1.73 4.71  0.007
Cl3 0.13 -1.48 6.37  0.005
C20 -0.49 -3.02 4.24  -0.007
Cl4 -0.58 -4.34 5.32  0.000
C21 -0.74 -3.22 2.86  0.006
Cl5 -1.16 -4.76 2.27  0.005



- Number 2 is which compound?
  C2H3N3O